A structure of composition C5H10N2O2. Source: OMol25; level of theory: wB97M-V/def2-TZVPD.

Calculated values
multiplicity: 1
relative energy (zero: lowest compared OMol25 entry of this formula, charge and spin): 882.27 kJ/mol
charge: 0

Cartesian coordinates (Å):
C 0.064 1.303 -0.291
C 0.543 0.092 -0.259
C 2.037 0.332 0.071
C -0.010 -1.208 -0.308
C -2.320 -0.906 0.190
H -1.737 1.356 0.349
H 0.408 1.831 0.670
H 0.772 1.736 -0.971
H 2.651 0.815 -0.771
H 2.014 1.108 0.834
H 3.148 -0.685 1.347
H 1.004 -1.920 -0.588
H -1.729 -1.894 -1.575
H -3.281 -1.576 0.004
H -1.438 0.508 1.343
N -1.286 -1.645 -0.547
N -2.260 0.108 1.014
O -1.369 1.558 -0.686
O 2.790 -0.914 0.173

---

A cluster of 2 separate species, C2H3IOS in total. Source: OMol25; level of theory: wB97M-V/def2-TZVPD.

Calculated values
multiplicity: 1
relative energy (zero: lowest compared OMol25 entry of this formula, charge and spin): 36.96 kJ/mol
charge: 0

Cartesian coordinates (Å):
C 1.935 -2.101 0.522
C -1.236 0.394 -0.055
O 2.507 -2.005 -0.425
S -0.382 1.696 0.899
I 1.650 1.728 -0.331
H -0.556 -0.272 -0.414
H -1.987 0.707 -0.813
H -1.932 -0.147 0.617

---

The ion C6H12N2 with charge +2. Source: OMol25; level of theory: wB97M-V/def2-TZVPD.

Calculated values
multiplicity: 1
relative energy (zero: lowest compared OMol25 entry of this formula, charge and spin): 274.44 kJ/mol
SMILES: CC[N@@+]1(C)C=C[NH+]=C1
charge: +2

Cartesian coordinates (Å):
C -2.278 -1.006 -0.516
C -0.958 -0.813 -0.808
C -1.527 0.720 0.777
C 1.704 -0.978 0.109
C 0.206 1.469 -0.839
C 0.682 -0.190 0.926
N -2.502 -0.067 0.571
N -0.393 0.332 -0.035
H -2.894 -1.888 -0.699
H -0.395 -1.173 -1.713
H -1.275 1.492 1.522
H 1.176 -1.771 -0.386
H 2.340 -0.449 -0.626
H 2.319 -1.353 0.943
H 0.711 2.377 -0.243
H 1.109 1.080 -1.461
H -0.503 1.959 -1.570
H 0.884 0.804 1.445
H 0.472 -1.055 1.549
H -3.470 0.005 0.968

---

A structure of composition C39H39CoN4O8STe. Source: OMol25; level of theory: wB97M-V/def2-TZVPD.

Calculated values
multiplicity: 1
E_tot: -119174.25495 eV
charge: 0

Cartesian coordinates (Å):
Co 0.046 0.208 -1.653
C -1.680 -2.972 4.471
C -1.173 -2.127 3.332
C -0.632 -0.857 3.547
C -0.134 -0.076 2.525
C 0.374 1.277 2.925
O -0.347 2.009 3.572
C 1.795 1.643 2.653
C 2.229 2.926 2.977
C 3.561 3.268 2.817
C 4.467 2.331 2.332
C 4.040 1.049 2.009
C 2.706 0.708 2.175
C -0.199 -0.518 1.177
O 0.339 0.183 0.238
C -0.823 -1.771 0.943
C -1.264 -2.552 2.028
C -1.179 -2.173 -0.404
N -0.947 -1.464 -1.463
C -1.640 -1.806 -2.721
C -2.741 -0.768 -2.985
Te -2.336 1.092 -1.972
C -3.434 0.565 -0.230
C -4.711 0.026 -0.364
C -5.463 -0.278 0.763
C -4.947 -0.033 2.029
C -3.693 0.546 2.162
C -2.942 0.858 1.036
C -1.977 -3.437 -0.519
C -3.351 -3.410 -0.310
C -4.089 -4.579 -0.415
C -3.456 -5.779 -0.713
C -2.083 -5.807 -0.906
C -1.342 -4.638 -0.809
H -1.397 -2.541 5.431
H -1.274 -3.983 4.426
H -2.769 -3.052 4.451
H -0.590 -0.457 4.555
H 1.507 3.636 3.357
H 3.898 4.265 3.069
H 5.509 2.597 2.212
H 4.749 0.313 1.646
H 2.369 -0.292 1.937
H -1.714 -3.517 1.831
H -2.078 -2.798 -2.665
H -0.918 -1.793 -3.525
H -3.703 -1.118 -2.613
H -2.825 -0.536 -4.044
H -5.134 -0.161 -1.345
H -6.454 -0.699 0.650
H -5.532 -0.273 2.907
H -3.287 0.772 3.141
H -1.993 1.361 1.140
H -3.834 -2.473 -0.055
H -5.159 -4.554 -0.255
H -4.033 -6.691 -0.791
H -1.585 -6.741 -1.133
H -0.269 -4.656 -0.962
C 1.121 5.460 -1.434
N 0.770 4.291 -0.647
C 1.861 3.369 -0.370
C -0.511 3.878 -0.526
C -1.584 4.806 -1.045
O -0.817 2.790 -0.039
H 2.191 5.628 -1.334
H 0.610 6.355 -1.081
H 0.898 5.315 -2.495
H 2.619 3.870 0.232
H 2.303 3.029 -1.308
H 1.475 2.509 0.167
H -1.440 5.838 -0.730
H -2.544 4.447 -0.684
H -1.583 4.782 -2.138
N 6.984 -1.085 -1.831
C 6.086 -1.256 -0.830
O 6.400 -1.586 0.296
C 4.647 -0.998 -1.184
C 4.250 -0.088 -2.147
C 2.898 0.141 -2.350
N 1.960 -0.483 -1.637
C 2.342 -1.384 -0.723
C 3.666 -1.673 -0.470
H 7.952 -1.272 -1.633
H 6.700 -0.939 -2.782
H 4.963 0.488 -2.723
H 2.567 0.847 -3.098
H 1.553 -1.881 -0.178
H 3.943 -2.391 0.289
O 0.144 -0.046 -3.523
S 0.254 1.444 -3.924
O 1.387 1.685 -4.775
O 0.502 1.979 -2.513
O -1.026 1.879 -4.440

---

A structure of composition C28H28BaI2N2OSi. Source: OMol25; level of theory: wB97M-V/def2-TZVPD.

Calculated values
multiplicity: 1
relative energy (zero: lowest compared OMol25 entry of this formula, charge and spin): 0.00 kJ/mol
charge: 0

Cartesian coordinates (Å):
Ba -0.353 1.697 -1.729
I -5.384 3.114 -0.560
C -4.978 1.520 -1.849
C -6.022 0.805 -2.441
C -5.763 -0.247 -3.275
I -7.392 -1.272 -4.116
C -4.435 -0.632 -3.554
C -4.057 -1.704 -4.393
C -2.739 -1.991 -4.594
C -1.767 -1.205 -3.955
N -2.069 -0.201 -3.165
C -3.381 0.103 -2.949
C -3.635 1.221 -2.061
O -2.651 1.865 -1.530
H -7.046 1.086 -2.236
H -4.821 -2.299 -4.875
H -2.437 -2.810 -5.232
H -0.712 -1.420 -4.096
C 1.066 2.925 0.351
Si 1.735 1.529 1.280
C 0.280 0.321 1.586
N -0.320 -0.219 0.346
C -1.741 -0.574 0.507
C -1.969 -1.841 1.324
C -1.149 -3.016 0.745
C -0.372 -2.585 -0.500
C 0.475 -1.357 -0.185
C 3.044 0.627 0.262
C 3.676 -0.517 0.759
C 4.556 -1.253 -0.023
C 4.833 -0.851 -1.324
C 4.239 0.296 -1.829
C 3.355 1.024 -1.040
C 2.479 1.747 3.008
C 3.853 1.926 3.193
C 4.390 2.138 4.455
C 3.560 2.173 5.566
C 2.193 2.002 5.407
C 1.662 1.794 4.141
H 1.836 3.660 0.087
H 0.282 3.447 0.915
H -0.484 0.922 2.091
H 0.552 -0.490 2.279
H -2.177 -0.702 -0.487
H -2.252 0.279 0.955
H -3.038 -2.065 1.316
H -1.694 -1.660 2.364
H -1.796 -3.861 0.505
H -0.433 -3.372 1.490
H -1.059 -2.382 -1.326
H 0.294 -3.385 -0.828
H 1.052 -1.051 -1.069
H 1.220 -1.645 0.562
H 3.473 -0.838 1.775
H 5.029 -2.138 0.384
H 5.521 -1.422 -1.934
H 4.475 0.630 -2.833
H 2.920 1.941 -1.428
H 4.513 1.897 2.332
H 5.459 2.275 4.573
H 3.977 2.335 6.552
H 1.538 2.033 6.269
H 0.589 1.672 4.034

---

A cluster of 2 separate species, C9H14 in total. Source: OMol25; level of theory: wB97M-V/def2-TZVPD.

Calculated values
multiplicity: 1
relative energy (zero: lowest compared OMol25 entry of this formula, charge and spin): 102.42 kJ/mol
SMILES: Cc1ccccc1.CC
charge: 0

Cartesian coordinates (Å):
C -0.384 -2.429 -1.302
C 1.828 0.484 -0.787
C 1.080 1.505 -1.325
C 1.227 -0.751 -0.593
C -0.023 -1.018 -1.125
C -0.252 1.261 -1.671
C -0.858 0.005 -1.615
H 2.862 0.616 -0.433
H 1.538 2.459 -1.612
H 1.762 -1.514 -0.068
H -0.939 2.058 -2.099
H 0.412 -3.142 -1.030
H -0.460 -2.808 -2.340
H -1.860 -0.237 -1.906
H -1.255 -2.664 -0.675
C -1.214 1.204 2.183
C 0.000 0.282 2.433
H -1.330 1.470 1.115
H -2.151 0.657 2.323
H -1.140 2.164 2.798
H -0.121 -0.042 3.467
H 0.935 0.898 2.562
H 0.344 -0.458 1.698